{
  "formula": "C32H33BrCrN4O3S",
  "method": "the ωB97M-V functional and the def2-TZVPD basis",
  "symbols": ["Br", "Cr", "S", "O", "O", "O", "N", "N", "N", "N", "C", "C", "C", "C", "C", "C", "C", "C", "C", "C", "C", "C", "C", "C", "C", "C", "C", "C", "C", "C", "C", "C", "C", "C", "C", "C", "C", "C", "C", "C", "C", "C", "H", "H", "H", "H", "H", "H", "H", "H", "H", "H", "H", "H", "H", "H", "H", "H", "H", "H", "H", "H", "H", "H", "H", "H", "H", "H", "H", "H", "H", "H", "H", "H", "H"],
  "xyz": [[2.501739, 3.206011, 1.698907], [0.018805, 0.557174, 0.341545], [0.336272, -2.596356, 1.044905], [-3.458709, 0.963864, 2.219147], [-0.231230, -1.391793, 0.230230], [3.424746, -0.199357, 2.277306], [0.034928, 2.801257, 0.324742], [1.969618, 0.255513, 0.659013], [0.023367, 0.582803, 2.273044], [-1.918141, 0.607875, 0.670577], [-1.347125, 4.668200, -0.354810], [2.086547, -0.748912, -2.127082], [0.894452, 3.702520, 0.841839], [-1.074506, 3.327497, -0.264894], [-1.119230, 0.810770, 2.911344], [-2.095503, 1.265591, -3.584743], [3.302439, -1.933191, -3.822034], [-1.142750, -3.532748, 1.465588], [3.263876, 0.193003, -0.081051], [-0.450313, 5.568508, 0.195430], [2.387363, -4.335229, 0.554559], [2.111643, -1.409373, -3.348680], [-4.390307, 1.367834, -2.013377], [-3.214185, 0.874710, -1.468770], [-4.417373, 1.826178, -3.328525], [-2.078637, -3.825878, 0.298441], [-3.181643, 0.307622, -0.068052], [1.206057, 0.344566, 4.293046], [-2.219342, 0.839677, 1.914820], [1.181700, -3.680969, -0.124327], [-4.231645, 0.797449, 0.954559], [3.239741, -0.613191, -1.362988], [0.686447, 5.067768, 0.804307], [4.224771, -0.296243, 1.026324], [-3.273180, 1.785405, -4.109140], [4.436707, -1.114062, -1.862153], [-1.159541, 0.872874, 4.285367], [1.151467, 0.328133, 2.913779], [0.033232, 0.645758, 4.977729], [-2.081324, 0.805355, -2.279441], [4.467442, -1.774252, -3.084204], [2.226793, 0.100526, 1.923986], [2.881892, -4.992252, -0.161208], [5.362830, -0.984022, -1.305728], [1.152938, -0.333791, -1.789648], [5.408482, -2.146749, -3.469625], [-1.204197, 1.207430, -4.198888], [-4.683754, 1.750753, 0.707158], [3.115267, -3.592970, 0.892291], [-5.302950, 1.399093, -1.424815], [4.538569, -1.327223, 0.908974], [-1.692692, -4.593777, -0.368677], [-3.023887, -4.196882, 0.698446], [-1.760756, 2.629954, -0.708110], [2.097270, -4.948168, 1.411005], [5.092831, 0.337237, 1.159248], [0.041625, 0.690743, 6.059429], [-5.003520, 0.068612, 1.164690], [3.325086, -2.455842, -4.769268], [2.133146, 0.139570, 4.815825], [-0.627646, 6.636832, 0.149870], [-3.297174, 2.138671, -5.132196], [-0.750107, -4.435217, 1.948846], [-2.087215, 1.074383, 4.806193], [1.464296, -3.024248, -0.942469], [1.205002, -1.510273, -3.936976], [-2.284434, -2.928248, -0.286903], [-2.247011, 4.996612, -0.861434], [-3.253564, -0.775476, -0.167802], [0.467002, -4.416110, -0.486675], [1.421396, 5.723768, 1.247084], [-1.172769, 0.351104, -1.915397], [3.527540, 1.215845, -0.353730], [-1.626131, -2.930684, 2.236962], [-5.342804, 2.208416, -3.742710]],
  "atomic_forces_ev_per_a": [[-0.04, -0.04, 0.03], [0.01, -0.39, 0.33], [0.15, 0.01, 0.31], [-0.69, -0.06, 0.07], [-0.03, 0.87, -0.48], [0.61, -0.03, -0.07], [0.00, -0.35, -0.09], [-0.01, 0.07, -0.25], [0.13, -0.14, 0.09], [-0.38, -0.12, -0.33], [-0.08, 0.14, -0.07], [0.22, -0.07, -0.12], [0.00, -0.12, 0.03], [0.21, -0.16, -0.07], [-0.33, 0.14, -0.20], [-0.06, 0.03, 0.01], [0.12, -0.08, -0.06], [-0.03, -0.03, -0.09], [-0.18, -0.14, 0.15], [0.04, 0.09, 0.03], [-0.06, 0.07, 0.05], [-0.16, 0.02, 0.05], [-0.10, 0.18, 0.03], [-0.12, 0.02, -0.01], [-0.06, 0.00, 0.02], [0.00, 0.00, 0.06], [0.14, 0.34, 0.31], [0.18, -0.04, 0.23], [0.34, -0.13, -0.44], [0.08, -0.10, 0.08], [0.02, -0.14, -0.13], [0.01, 0.00, 0.15], [-0.07, 0.19, -0.06], [-0.03, 0.08, -0.07], [0.00, 0.01, -0.07], [0.14, -0.13, 0.06], [-0.12, 0.01, 0.25], [0.26, -0.01, -0.12], [-0.03, 0.01, 0.02], [-0.16, 0.05, -0.07], [0.06, 0.03, 0.02], [-0.10, 0.09, -0.33], [-0.05, 0.04, 0.00], [-0.09, -0.03, -0.10], [-0.32, 0.14, 0.09], [-0.05, -0.02, 0.05], [-0.05, 0.00, 0.06], [0.09, 0.22, 0.11], [-0.08, -0.05, -0.05], [0.06, 0.01, -0.09], [-0.08, -0.17, 0.11], [0.03, 0.01, 0.01], [0.07, 0.02, -0.01], [-0.03, -0.14, -0.04], [0.00, 0.04, -0.06], [0.06, 0.05, 0.09], [-0.01, -0.01, -0.01], [-0.08, -0.03, 0.07], [0.03, 0.04, 0.01], [-0.06, 0.01, -0.03], [0.04, -0.06, 0.02], [-0.03, 0.00, 0.05], [-0.07, 0.05, -0.03], [0.03, 0.00, 0.00], [0.10, 0.07, -0.14], [0.07, 0.02, 0.09], [0.03, -0.05, 0.05], [0.07, -0.05, 0.06], [0.17, -0.18, 0.18], [-0.03, 0.03, -0.07], [-0.01, 0.02, -0.01], [0.37, -0.26, 0.19], [-0.11, 0.16, 0.11], [0.01, -0.03, 0.04], [0.06, -0.02, 0.03]],
  "energy_ha": -5699.6965,
  "multiplicity": 2,
  "charge": 3,
  "lumo_ev": [-10.721, -10.203],
  "fmax_ev_per_a": 1.0
}


{
  "formula": "C32H33Cl2F4N8O2V",
  "method": "the ωB97M-V functional and the def2-TZVPD basis",
  "symbols": ["V", "Cl", "Cl", "F", "F", "F", "F", "O", "O", "N", "N", "N", "N", "N", "N", "N", "N", "C", "C", "C", "C", "C", "C", "C", "C", "C", "C", "C", "C", "C", "C", "C", "C", "C", "C", "C", "C", "C", "C", "C", "C", "C", "C", "C", "C", "C", "C", "C", "C", "H", "H", "H", "H", "H", "H", "H", "H", "H", "H", "H", "H", "H", "H", "H", "H", "H", "H", "H", "H", "H", "H", "H", "H", "H", "H", "H", "H", "H", "H", "H", "H", "H"],
  "xyz": [[-0.307336, -0.714897, 0.251674], [-4.121228, -4.709718, -3.692809], [-5.851476, -4.435006, -1.051147], [0.738919, 5.575330, 3.112475], [-0.130799, 4.679589, 0.820473], [1.367563, 1.217280, 4.741418], [0.419922, 0.217669, 2.455715], [0.715925, -3.129504, -2.778326], [-2.771273, -2.933114, 2.600904], [1.357484, -1.768738, 0.442099], [2.871382, 0.331062, -1.257434], [-2.444622, 0.499536, 2.686158], [-0.511240, -1.976287, -1.160786], [1.467074, 0.470464, -1.362816], [-2.303565, 0.574136, -1.444039], [-0.370459, 1.729551, 0.400506], [-1.935525, -1.653188, 0.873352], [-2.229354, -0.729554, 3.144895], [-1.750918, -2.573447, -1.300640], [-2.233407, -3.305220, -2.376413], [0.083517, 2.347339, 1.477310], [-2.371814, 1.317609, 4.932496], [-4.271901, -3.718296, -1.159601], [-2.509080, 1.493535, 3.564669], [-3.503680, -3.861178, -2.307183], [2.982007, -2.880853, -0.971026], [0.527984, 1.569690, 2.585750], [1.714561, -2.362266, -0.740356], [0.998078, 2.069802, 3.766051], [0.673761, 4.238570, 2.952364], [1.088604, 3.432503, 3.997086], [2.291405, -1.762275, 1.414816], [-2.326291, -1.874664, 2.163196], [-0.945716, 2.537594, -0.657360], [0.209593, 3.748811, 1.752758], [3.662424, 0.864621, -2.375291], [-3.468073, 0.990094, -0.678651], [0.610210, -2.517964, -1.707825], [3.234882, 0.143389, -3.657468], [3.509238, 2.383172, -2.535004], [-2.527142, -2.423577, -0.126481], [-2.734697, -0.102902, -2.659630], [-1.472722, 1.703224, -1.819246], [-2.151511, 0.032892, 5.407483], [3.562110, -2.264033, 1.253638], [5.116098, 0.520484, -2.056714], [-3.784659, -3.014026, -0.067020], [-2.089332, -1.010167, 4.501684], [3.931206, -2.827289, 0.024612], [-3.385902, -0.939606, -2.409822], [-1.629009, -3.433796, -3.261060], [-0.635922, 1.294805, -2.395908], [-2.678404, 2.485260, 3.152672], [-1.869051, -0.493374, -3.196308], [4.004200, 0.245567, -4.424028], [3.175816, -3.326550, -1.937868], [-1.931587, -2.034238, 4.808657], [-0.212461, 3.231326, -1.095737], [4.262420, -2.225312, 2.076945], [2.470292, 2.653189, -2.737124], [-4.069258, 0.110403, -0.446830], [5.764360, 0.798115, -2.888990], [-3.283641, 0.583831, -3.327809], [-2.021299, 2.391218, -2.490076], [-1.757810, 3.165675, -0.272994], [3.087298, -0.918699, -3.451314], [1.150332, -0.110861, -2.132364], [3.828116, 2.894533, -1.623781], [5.457619, 1.050561, -1.163822], [2.307640, 0.553421, -4.061456], [4.113966, 2.747417, -3.367770], [5.204395, -0.551740, -1.877401], [3.153646, 0.765943, -0.386902], [-4.089072, 1.709898, -1.240896], [-2.430396, 2.162746, 5.605540], [2.002011, -1.343332, 2.368758], [4.930154, -3.214207, -0.130195], [-4.388973, -2.932960, 0.823086], [1.195240, 1.430577, -1.555649], [-3.148412, 1.428624, 0.261229], [1.455614, 3.831466, 4.929041], [-2.048045, -0.149674, 6.469886]],
  "atomic_forces_ev_per_a": [[0.41, 3.39, 0.37], [0.02, -0.08, -0.07], [-0.08, 0.01, 0.03], [-0.01, 0.12, -0.07], [-0.03, -0.01, -0.08], [0.00, -0.14, 0.01], [0.03, -0.17, -0.09], [0.16, -0.01, 0.09], [-0.14, 0.12, 0.06], [1.27, -0.73, 0.08], [0.09, -0.02, 0.03], [-0.01, -0.01, -0.12], [0.31, -1.13, -1.60], [-0.09, -0.12, -0.09], [-0.06, 0.05, -0.08], [-0.25, -0.59, 0.00], [-1.27, -0.24, 1.18], [-0.17, 0.13, 0.05], [-0.40, -0.29, 0.23], [0.08, 0.00, 0.06], [0.09, 0.32, 0.26], [0.02, -0.02, 0.01], [0.13, 0.05, -0.12], [0.01, 0.14, 0.06], [-0.07, 0.02, 0.10], [0.02, -0.06, 0.02], [-0.03, 0.04, -0.15], [0.09, -0.02, 0.21], [0.01, 0.15, 0.03], [0.08, -0.18, 0.15], [-0.03, -0.01, 0.01], [0.23, -0.03, 0.21], [0.12, -0.47, -0.30], [0.03, -0.06, 0.04], [-0.07, -0.08, -0.05], [0.07, 0.10, -0.10], [0.06, -0.06, 0.06], [-0.45, -0.07, -0.14], [0.03, 0.02, 0.13], [-0.01, -0.14, 0.01], [0.04, -0.39, -0.23], [-0.07, 0.02, 0.02], [0.14, 0.04, 0.12], [-0.02, -0.02, -0.05], [0.04, -0.08, -0.16], [-0.10, -0.04, 0.01], [0.00, 0.15, -0.09], [0.16, -0.03, -0.03], [-0.11, 0.06, 0.06], [0.00, 0.09, -0.04], [0.02, 0.03, 0.00], [-0.09, 0.06, -0.07], [0.02, -0.03, 0.01], [0.01, -0.02, -0.01], [-0.01, 0.04, -0.02], [-0.04, 0.00, -0.01], [-0.06, 0.00, 0.01], [-0.05, 0.06, 0.00], [-0.05, 0.02, 0.04], [0.01, 0.05, -0.02], [-0.01, 0.01, 0.01], [0.03, 0.04, 0.02], [0.02, 0.02, 0.02], [0.01, -0.03, -0.04], [-0.03, 0.02, -0.05], [0.00, -0.02, -0.05], [0.05, 0.01, -0.08], [0.01, 0.03, -0.02], [-0.01, -0.02, 0.01], [-0.03, -0.04, 0.01], [-0.01, 0.02, 0.00], [0.03, 0.00, 0.00], [-0.03, -0.02, 0.06], [0.01, -0.01, 0.01], [0.00, 0.02, -0.03], [-0.07, 0.07, -0.07], [-0.01, -0.02, 0.00], [0.01, -0.05, 0.02], [-0.05, -0.01, 0.07], [-0.01, 0.03, 0.12], [0.00, 0.03, -0.01], [0.04, -0.01, -0.01]],
  "energy_ha": -4091.6979,
  "multiplicity": 4,
  "charge": -1,
  "lumo_ev": [2.340, 2.336],
  "fmax_ev_per_a": 3.4
}


{
  "formula": "C32H33Cl7NO3PtS",
  "method": "the ωB97M-V functional and the def2-TZVPD basis",
  "symbols": ["Pt", "Cl", "Cl", "Cl", "Cl", "Cl", "Cl", "Cl", "S", "O", "O", "O", "N", "C", "C", "C", "C", "C", "C", "C", "C", "C", "C", "C", "C", "C", "C", "C", "C", "C", "C", "C", "C", "C", "C", "C", "C", "C", "C", "C", "C", "C", "C", "C", "C", "H", "H", "H", "H", "H", "H", "H", "H", "H", "H", "H", "H", "H", "H", "H", "H", "H", "H", "H", "H", "H", "H", "H", "H", "H", "H", "H", "H", "H", "H", "H", "H", "H"],
  "xyz": [[0.969420, -0.855584, 1.007764], [1.293045, -4.002081, -4.859700], [3.432467, -0.188524, 5.866036], [3.424512, -3.668495, 0.684600], [5.336409, -4.320543, 2.985237], [5.319216, -2.662133, 5.609364], [1.652763, 0.657829, 3.472730], [2.396070, -3.228595, -2.251641], [-1.646522, -0.140827, 2.142609], [-0.745148, 0.748616, 1.358188], [-0.890231, -1.130216, 2.907884], [-2.764068, -0.657728, 1.395364], [0.462179, -0.691816, -1.033800], [-2.849739, -1.912902, -2.288681], [-3.188153, 4.558153, 5.636754], [2.769762, 1.990100, -3.479671], [-1.699554, -1.144190, -2.188519], [-2.895083, 3.320554, 4.820343], [-1.846499, 1.149387, 4.598440], [-2.104169, -4.681302, 0.204197], [2.561466, -1.507684, 2.141663], [1.554787, 3.413729, -1.829088], [-0.846381, -2.659852, -0.541514], [2.597115, 2.304293, -1.988964], [2.651478, -0.757857, 3.328493], [-3.076950, 2.081386, 2.751103], [4.282134, -2.957542, 3.119015], [3.410746, -2.611968, 2.076112], [0.382506, 2.589055, -3.885479], [2.762777, -3.763775, -3.888670], [2.137437, 1.040427, -1.257239], [-2.995916, -3.055895, -1.511812], [-3.367388, 3.202756, 3.511484], [3.462447, -1.104478, 4.401373], [-2.303310, 1.056380, 3.295136], [-0.678152, -1.453512, -1.264372], [-3.943014, -1.480362, -3.237894], [4.294524, -2.212825, 4.293866], [1.436961, 1.487811, -4.042983], [-1.986507, -3.434826, -0.634981], [0.789032, 0.528272, -1.799770], [-0.238977, 1.677384, -1.637755], [0.219436, 2.926372, -2.397547], [0.996107, 0.220238, -3.295860], [-2.151853, 2.275296, 5.356752], [-3.297625, 5.433278, 4.995365], [-3.548549, -1.334278, -4.246006], [-1.249176, 0.342218, 5.006897], [1.884568, 4.313841, -2.361416], [-0.053099, -2.975911, 0.128297], [-1.220522, 1.371715, -1.997893], [-4.381305, -0.535732, -2.907050], [-1.634066, -0.263272, -2.810225], [2.024768, 1.232480, -0.187756], [-0.574820, 2.253270, -4.299250], [1.769127, -0.550775, -3.393052], [0.084924, -0.177989, -3.744583], [3.548957, 1.232235, -3.619835], [-2.385701, 4.750136, 6.350619], [-1.795935, 2.342634, 6.381064], [-1.254768, -5.345373, 0.030350], [-3.419047, 1.984760, 1.725506], [-3.952913, 4.009952, 3.080263], [2.885902, 0.249611, -1.373689], [-2.112757, -4.416757, 1.265300], [-3.904808, -3.647260, -1.582267], [0.694141, 3.481083, -4.441804], [1.558650, 1.250253, -5.104182], [3.552696, 2.634777, -1.571304], [-0.343799, 1.884962, -0.578510], [3.082564, 2.892187, -4.018777], [3.285024, -4.709597, -3.836770], [-4.119301, 4.436229, 6.197483], [1.434412, 3.667635, -0.770663], [-3.023567, -5.223845, -0.024241], [-0.536369, 3.707518, -2.279985], [3.363701, -3.006928, -4.375079], [-4.738489, -2.225580, -3.285370]],
  "atomic_forces_ev_per_a": [[0.75, 0.60, 0.62], [0.05, 0.00, -0.02], [0.02, 0.00, -0.12], [-0.28, 0.52, 0.30], [-0.05, 0.04, -0.01], [-0.03, 0.03, -0.05], [0.05, -0.10, -0.20], [0.00, 0.00, -0.26], [-0.80, 0.72, 0.08], [-0.48, -0.56, -0.07], [0.39, -0.04, 0.00], [0.01, 0.01, 0.01], [-0.06, 0.21, 1.05], [-0.07, -0.22, 0.05], [-0.03, -0.20, -0.06], [-0.05, 0.00, 0.03], [0.20, 0.17, 0.14], [0.01, 0.10, 0.01], [-0.08, -0.12, 0.02], [-0.04, 0.14, 0.03], [-0.61, -0.19, -0.78], [-0.05, -0.08, -0.03], [-0.08, 0.20, -0.19], [0.02, -0.02, -0.08], [-0.11, -0.03, -0.20], [-0.03, -0.12, 0.11], [-0.09, 0.11, 0.02], [0.19, -0.39, -0.13], [0.05, -0.02, 0.11], [-0.17, 0.04, 0.10], [-0.05, 0.08, -0.19], [-0.23, 0.08, -0.10], [-0.01, -0.10, 0.01], [0.01, 0.05, 0.00], [0.25, 0.27, -0.15], [0.27, -0.58, -0.26], [0.11, -0.05, 0.11], [0.04, -0.10, -0.04], [-0.01, -0.02, -0.06], [0.22, 0.02, -0.10], [0.37, -0.44, 0.03], [0.11, -0.21, -0.01], [0.04, -0.10, -0.07], [0.12, 0.15, -0.06], [-0.07, -0.06, 0.02], [0.00, -0.01, 0.02], [-0.03, 0.02, 0.00], [0.04, 0.08, -0.04], [0.00, 0.01, 0.05], [0.09, 0.00, 0.03], [0.01, 0.06, 0.05], [-0.02, -0.01, -0.04], [-0.03, -0.10, 0.05], [0.02, 0.05, 0.07], [0.02, 0.02, 0.00], [-0.07, 0.00, 0.06], [0.09, 0.00, -0.01], [-0.03, 0.02, 0.02], [-0.05, 0.01, -0.01], [0.02, 0.02, -0.08], [-0.02, -0.01, 0.03], [0.04, 0.08, 0.09], [0.04, -0.05, 0.02], [-0.05, -0.04, 0.05], [0.00, -0.05, -0.05], [0.04, 0.02, -0.01], [-0.04, -0.02, -0.01], [0.00, -0.01, -0.04], [0.01, -0.01, 0.02], [-0.05, 0.05, 0.19], [0.03, -0.03, 0.00], [0.02, -0.05, -0.02], [0.04, 0.05, 0.01], [0.02, 0.01, -0.04], [0.04, 0.01, 0.02], [-0.03, 0.03, 0.01], [0.02, 0.05, -0.04], [0.02, 0.02, -0.01]],
  "energy_ha": -5258.5682,
  "charge": -1,
  "lumo_ev": [1.496, 1.492],
  "fmax_ev_per_a": 1.1
}